Run i
{"formula": "C4H9N", "method": "wB97M-V/def2-TZVPD", "symbols": ["C", "C", "N", "H", "H", "H", "H", "H", "C", "C", "H", "H", "H", "H"], "positions_angstrom": [[-1.826, 1.003, 0.323], [-2.172, -0.272, 0.316], [-1.294, -1.269, -0.067], [-0.849, 1.297, -0.040], [-2.490, 1.796, 0.629], [-3.118, -0.689, 0.636], [-1.567, -2.212, -0.258], [-0.308, -1.102, -0.181], [1.981, 0.291, 0.390], [2.489, 0.136, -0.829], [1.066, 0.776, 0.681], [2.639, -0.140, 1.151], [1.894, 0.244, -1.732], [3.554, 0.140, -1.020]], "e_homo_ev": -8.1, "lumo_ha": 0.0441, "charge": 0, "orbital_gap_ha": 0.3401}

=====

Run ii
{"formula": "C4H9N", "method": "wB97M-V/def2-TZVPD", "symbols": ["C", "C", "C", "N", "C", "H", "H", "H", "H", "H", "H", "H", "H", "H"], "positions_angstrom": [[-1.864, 0.554, -0.331], [-0.537, 0.158, 0.263], [-0.056, -1.209, 0.610], [0.492, -0.417, -0.491], [1.722, 0.190, -0.641], [-2.595, 0.698, 0.471], [-1.772, 1.487, -0.899], [-2.243, -0.228, -1.005], [0.220, 1.081, 1.072], [-0.537, -2.125, 0.262], [0.457, -1.357, 1.566], [1.883, 1.279, -0.571], [2.160, 0.126, 0.923], [2.652, -0.164, -1.099]], "e_homo_ev": -8.6, "lumo_ha": 0.0435, "charge": 0, "orbital_gap_ha": 0.3602}

=====

Run iii
{"formula": "C4H9N", "method": "wB97M-V/def2-TZVPD", "symbols": ["C", "C", "C", "C", "N", "H", "H", "H", "H", "H", "H", "H", "H", "H"], "positions_angstrom": [[-1.502, -1.027, -0.249], [0.676, 2.009, 1.110], [-0.698, -1.845, 0.424], [0.190, 0.075, -1.727], [1.162, -0.434, -2.118], [1.949, -1.026, -2.291], [-2.048, -1.363, -1.117], [-1.800, -0.073, 0.156], [1.693, 2.345, 1.264], [0.612, 1.460, 0.178], [0.016, 2.866, 1.069], [-0.444, -2.826, 0.052], [-0.188, -1.527, 1.319], [0.382, 1.366, 1.929]], "e_homo_ev": -9.3, "lumo_ha": 0.0377, "charge": 0, "orbital_gap_ha": 0.3788}

=====

Quick one: most stable of them? run i

=====

Run i
{"formula": "C4H9N", "method": "wB97M-V/def2-TZVPD", "symbols": ["C", "N", "C", "C", "C", "H", "H", "H", "H", "H", "H", "H", "H", "H"], "positions_angstrom": [[2.050, 0.186, 0.002], [0.891, -0.746, -0.097], [-0.371, -0.304, 0.518], [-1.707, -0.634, -0.097], [-1.257, 0.805, -0.104], [2.389, 0.119, 1.032], [2.924, -0.287, -0.555], [1.811, 1.293, -0.192], [0.699, -0.985, -1.040], [-0.308, -0.343, 1.589], [-2.521, -0.893, 0.559], [-1.829, -1.019, -1.083], [-0.973, 1.345, -1.063], [-1.799, 1.463, 0.530]], "e_homo_ev": -8.6, "lumo_ha": 0.0465, "charge": 0, "orbital_gap_ha": 0.3615}

=====

Run ii
{"formula": "C4H9N", "method": "wB97M-V/def2-TZVPD", "symbols": ["C", "C", "C", "C", "N", "H", "H", "H", "H", "H", "H", "H", "H", "H"], "positions_angstrom": [[0.797, 0.395, 1.446], [0.325, 0.758, 0.175], [0.591, 2.081, 0.541], [-1.491, -2.643, -1.039], [0.147, 0.101, -0.908], [1.788, -0.003, 1.610], [-2.366, -2.152, -0.613], [0.269, 0.701, 2.341], [0.128, 2.612, 1.359], [1.370, 2.645, 0.044], [-0.725, -1.900, -1.256], [-1.066, -3.336, -0.312], [-1.805, -3.158, -1.946], [0.042, 0.750, -1.689]], "e_homo_ev": -9.2, "lumo_ha": 0.0273, "charge": 0, "orbital_gap_ha": 0.3661}

=====

Run iii
{"formula": "C4H9N", "method": "wB97M-V/def2-TZVPD", "symbols": ["C", "C", "N", "H", "H", "H", "C", "C", "H", "H", "H", "H", "H", "H"], "positions_angstrom": [[1.780, 0.416, -0.286], [1.090, -0.754, 0.309], [1.225, -1.737, 1.003], [1.350, 1.350, 0.075], [2.826, 0.369, 0.024], [1.714, 0.393, -1.374], [-0.971, -0.581, -0.285], [-1.508, 0.736, 0.241], [-2.562, 0.883, -0.016], [-0.962, 1.582, -0.180], [-1.428, 0.788, 1.330], [-1.609, -1.423, 0.027], [-0.883, -0.626, -1.370], [-0.062, -1.395, 0.503]], "e_homo_ev": -7.8, "lumo_ha": 0.0333, "charge": 0, "orbital_gap_ha": 0.3209}

=====

Quick one: most stable of them? run i

=====

Run i
{"formula": "C4H9N", "method": "wB97M-V/def2-TZVPD", "symbols": ["C", "N", "C", "H", "H", "H", "H", "H", "C", "C", "H", "H", "H", "H"], "positions_angstrom": [[4.325, -0.287, 0.686], [3.186, -0.354, 0.170], [3.074, -0.875, -1.173], [4.465, 0.044, 1.717], [5.238, -0.691, 0.238], [3.615, -1.818, -1.207], [3.513, -0.206, -1.926], [2.036, -0.887, -1.494], [-4.914, 0.986, 0.682], [-5.799, 0.594, -0.207], [-3.986, 1.470, 0.415], [-4.903, 0.672, 1.721], [-5.750, 0.760, -1.272], [-6.631, -0.078, -0.020]], "e_homo_ev": -9.6, "lumo_ha": 0.0451, "charge": 0, "orbital_gap_ha": 0.3992}

=====

Run ii
{"formula": "C4H9N", "method": "wB97M-V/def2-TZVPD", "symbols": ["C", "C", "N", "H", "H", "H", "H", "H", "C", "C", "H", "H", "H", "H"], "positions_angstrom": [[1.456, -0.952, 0.006], [0.992, -0.819, 1.291], [0.087, 0.254, 1.706], [1.024, -0.232, -0.745], [2.270, -1.683, -0.198], [0.905, -1.581, 2.062], [-0.635, 0.010, 2.430], [-0.313, 0.633, 0.831], [-0.893, 1.325, -1.707], [-1.427, 0.119, -1.356], [0.092, 1.625, -1.228], [-1.498, 2.225, -1.944], [-0.784, -0.780, -1.549], [-2.445, -0.034, -1.004]], "e_homo_ev": -8.4, "lumo_ha": 0.0280, "charge": 0, "orbital_gap_ha": 0.3358}

=====

Quick one: most stable of them? run i

=====

Run i
{"formula": "C4H9N", "method": "wB97M-V/def2-TZVPD", "symbols": ["C", "N", "C", "H", "H", "H", "H", "H", "C", "C", "H", "H", "H", "H"], "positions_angstrom": [[2.507, 1.929, 0.598], [1.349, 1.608, 0.979], [0.461, 0.976, -0.018], [3.175, 2.409, 1.306], [2.871, 1.718, -0.415], [0.945, 0.101, -0.467], [-0.433, 0.805, 0.569], [0.226, 1.544, -0.926], [-2.274, -1.358, -0.076], [-1.476, -2.321, -0.512], [-2.934, -1.485, 0.763], [-2.265, -0.418, -0.612], [-1.491, -3.266, 0.027], [-0.662, -2.242, -1.217]], "e_homo_ev": -9.8, "lumo_ha": 0.0427, "charge": 0, "orbital_gap_ha": 0.4012}

=====

Run ii
{"formula": "C4H9N", "method": "wB97M-V/def2-TZVPD", "symbols": ["C", "C", "C", "H", "H", "H", "H", "H", "H", "C", "N", "H", "H", "H"], "positions_angstrom": [[1.762, 0.500, -0.849], [1.293, 0.468, 0.403], [0.165, 1.368, 0.790], [2.450, -0.250, -1.229], [1.502, 1.275, -1.562], [1.915, -0.119, 1.072], [-0.849, 0.965, 0.778], [0.124, 2.202, 0.087], [0.340, 1.696, 1.822], [-2.047, -1.648, -0.075], [-1.492, -1.543, -1.191], [-3.113, -1.558, 0.129], [-1.562, -1.676, 0.912], [-0.488, -1.681, -1.088]], "e_homo_ev": -9.5, "lumo_ha": 0.0409, "charge": 0, "orbital_gap_ha": 0.3915}

=====

Quick one: most stable of them? run ii

=====

Run i
{"formula": "C4H9N", "method": "wB97M-V/def2-TZVPD", "symbols": ["C", "C", "C", "H", "H", "H", "H", "H", "H", "C", "N", "H", "H", "H"], "positions_angstrom": [[2.294, 0.424, 0.357], [1.566, -0.516, -0.250], [0.928, -0.267, -1.600], [2.496, 0.356, 1.414], [2.716, 1.258, -0.202], [1.548, -1.448, 0.304], [1.533, -0.620, -2.422], [-0.036, -0.778, -1.585], [0.725, 0.797, -1.599], [-2.342, 0.745, 0.813], [-2.462, -0.515, 0.795], [-3.195, 1.412, 0.676], [-1.494, 1.235, 1.298], [-1.562, -0.960, 0.981]], "e_homo_ev": -9.6, "lumo_ha": 0.0396, "charge": 0, "orbital_gap_ha": 0.3910}

=====

Run ii
{"formula": "C4H9N", "method": "wB97M-V/def2-TZVPD", "symbols": ["C", "C", "C", "N", "C", "H", "H", "H", "H", "H", "H", "H", "H", "H"], "positions_angstrom": [[-0.911, -0.583, 0.752], [-0.899, 0.870, 0.225], [0.615, 1.058, -0.054], [1.070, -0.070, -0.782], [0.294, -1.212, -0.186], [-2.037, -1.227, 0.653], [-0.566, -0.796, 1.966], [-1.645, 1.691, 0.934], [-1.498, 0.831, -0.891], [1.133, 1.016, 0.959], [0.962, 2.005, -0.547], [0.615, -0.049, -1.665], [-0.088, -1.947, -0.941], [1.047, -1.834, 0.590]], "e_homo_ev": -9.4, "lumo_ha": 0.0387, "charge": 0, "orbital_gap_ha": 0.3852}

=====

Run iii
{"formula": "C4H9N", "method": "wB97M-V/def2-TZVPD", "symbols": ["C", "C", "C", "C", "N", "H", "H", "H", "H", "H", "H", "H", "H", "H"], "positions_angstrom": [[2.128, 0.051, -0.146], [0.920, -0.043, 0.427], [-0.388, -0.028, -0.313], [-1.174, 1.222, 0.043], [-1.209, -1.218, -0.076], [3.031, -0.013, 0.429], [2.242, 0.178, -1.231], [0.845, -0.192, 1.502], [-0.213, 0.024, -1.387], [-1.481, 1.198, 1.112], [-0.562, 2.129, -0.078], [-2.083, 1.306, -0.582], [-0.649, -2.081, -0.178], [-1.586, -1.238, 0.881]], "e_homo_ev": -9.2, "lumo_ha": 0.0450, "charge": 0, "orbital_gap_ha": 0.3845}

=====

Run iv
{"formula": "C4H9N", "method": "wB97M-V/def2-TZVPD", "symbols": ["C", "C", "C", "N", "H", "H", "H", "H", "H", "C", "H", "H", "H", "H"], "positions_angstrom": [[-0.846, -0.355, 1.324], [-0.676, -0.776, 0.089], [-1.250, -1.060, -1.171], [0.347, -1.400, -0.550], [0.026, -0.679, 1.880], [-1.796, 0.007, 1.661], [-1.126, -0.368, -1.987], [-1.608, -2.041, -1.426], [0.357, -2.385, -0.297], [1.349, 1.854, 0.090], [1.523, 1.596, 1.135], [0.276, 2.064, 0.057], [1.446, 0.922, -0.467], [1.979, 2.623, -0.339]], "e_homo_ev": -9.1, "lumo_ha": 0.0370, "charge": 0, "orbital_gap_ha": 0.3724}

=====

Quick one: most stable of them? run iii